1.
36
Properties=species:S:1:pos:R:3:forces:R:3 method="wB97M-V/def2-TZVPD" s2=6.0038 e_homo_ev="-12.547 / -12.550" total_charge=+1 spin_multiplicity=5 mol_weight_g_mol=428.180 homo_lumo_gap_ev="9.61 / 9.62" total_energy_ev=-52161.0971
Ho 0.130177 0.289014 -0.587202 0.14 -0.44 1.17
O -0.234306 -0.001673 -2.798544 -0.11 -0.32 -0.40
C 0.313785 -1.103131 -2.502670 -0.06 0.31 -0.09
O 1.417971 -1.066039 -1.870312 0.30 -0.53 -0.17
C -0.619707 -2.276586 -2.131930 0.14 0.17 -0.19
O -0.814577 -3.318510 -2.678760 -0.12 0.04 0.19
O -1.101710 -1.818418 -0.979654 0.17 -0.03 0.09
N -2.257164 -2.594231 1.189051 -0.11 -0.29 0.43
C -1.167088 -1.810484 1.854253 -0.09 0.09 -0.26
C 0.088567 -2.649705 1.982833 -0.06 -0.07 0.16
C 1.290500 -1.743906 2.246204 0.16 -0.05 -0.10
N 1.688888 -1.058197 0.986859 -0.18 0.14 -0.16
C 0.998344 -0.745585 3.366749 0.02 -0.04 0.18
C -0.335864 -0.004629 3.260817 0.02 0.11 -0.08
N -0.286502 0.945267 2.112114 -0.07 -0.20 -0.17
C -1.494682 -1.011153 3.096470 0.03 -0.09 0.10
H -1.986309 -2.589842 0.151725 0.11 0.16 -0.09
H -3.172938 -2.160283 1.298953 0.00 0.06 -0.06
H -2.319564 -3.547807 1.544461 -0.03 -0.02 -0.02
H -0.993770 -1.046266 1.125576 0.09 0.19 -0.38
H 0.252831 -3.244997 1.081825 0.00 0.05 -0.06
H -0.019096 -3.350211 2.817675 0.00 0.03 0.00
H 2.120556 -2.380030 2.565467 -0.04 0.03 0.06
H 1.985586 -1.748984 0.298507 -0.01 -0.06 -0.03
H 2.525415 -0.510675 1.174436 0.04 0.02 0.04
H 1.821656 -0.032327 3.459982 -0.01 0.04 -0.07
H 0.996107 -1.297484 4.310317 -0.02 -0.02 -0.02
H -0.500803 0.548017 4.189477 0.02 -0.05 -0.01
H 0.440406 1.631222 2.294103 0.05 0.01 0.03
H -1.144612 1.488159 2.060038 -0.08 -0.05 0.03
H -2.445481 -0.480412 3.001241 0.01 0.03 -0.09
H -1.564894 -1.639033 3.988607 0.06 0.04 0.00
O 0.004416 2.502505 -0.697864 -0.38 0.40 -0.04
C -1.266307 2.421361 -0.804761 0.30 0.23 -0.30
O -1.869484 1.365087 -0.483326 -0.33 0.01 0.07
H -1.823498 3.250820 -1.255687 0.04 0.07 0.20

***

2.
74
Properties=species:S:1:pos:R:3:forces:R:3 method="wB97M-V/def2-TZVPD" s2=8.7613 e_homo_ev="-10.743 / -11.158" total_charge=+1 spin_multiplicity=6 mol_weight_g_mol=601.604 homo_lumo_gap_ev="7.15 / 7.39" total_energy_ev=-146908.7475
Mn 0.689482 -0.734337 2.086168 -0.49 0.27 0.08
N -1.432525 2.114389 4.504815 0.19 -0.18 -0.01
C -1.492287 1.399173 3.382225 0.14 -0.17 -0.02
N -0.550403 0.466773 3.417183 -0.18 0.25 0.03
C 0.074625 0.692669 4.607522 0.01 0.09 0.17
N -0.431567 1.683456 5.301141 -0.06 -0.07 -0.08
C 1.240801 -0.109609 5.000399 0.06 -0.13 -0.19
C 1.719222 -0.168537 6.302441 0.11 -0.03 -0.13
N 2.762141 -0.925026 6.616688 0.03 -0.01 0.02
C 3.336335 -1.617900 5.640091 -0.03 0.00 -0.09
C 2.875465 -1.569751 4.329975 -0.13 0.27 0.08
N 1.821975 -0.813254 4.011652 -0.09 -0.02 0.25
H -2.007180 2.895982 4.785764 0.06 -0.06 -0.01
H -2.191883 1.572590 2.583652 -0.03 0.00 -0.10
H 1.246813 0.407015 7.086945 -0.01 0.00 0.04
H 4.188058 -2.233170 5.896981 0.03 0.00 0.03
H 3.363904 -2.116608 3.531221 -0.07 0.00 0.06
C 0.789957 -4.666039 2.316990 -0.03 -0.07 -0.05
As 0.862563 -3.100848 1.163562 0.16 -0.29 0.11
C -0.014912 -3.746148 -0.427927 -0.01 0.03 -0.07
C 2.727779 -3.076252 0.576963 0.00 0.00 -0.06
H 1.450146 -5.443573 1.932315 -0.06 0.01 0.01
H -0.234863 -5.039010 2.330900 0.05 0.01 0.03
H 1.080735 -4.413804 3.335092 0.03 0.01 -0.01
H 0.533875 -4.620984 -0.778875 -0.08 0.02 -0.04
H 0.002669 -2.959020 -1.182118 0.00 -0.02 0.02
H -1.046082 -4.014465 -0.203583 0.03 0.00 -0.01
H 2.724614 -2.963414 -0.507191 0.04 -0.02 0.03
H 3.217813 -4.009988 0.850753 0.01 0.02 -0.05
H 3.276440 -2.226346 0.985210 -0.08 -0.07 0.03
C 1.196362 4.286193 -2.298207 -0.03 0.01 0.04
C 0.009856 3.571954 -1.667114 0.02 -0.04 0.01
C -1.299722 4.003125 -2.311798 0.03 0.04 0.03
C -0.029220 3.819434 -0.164220 0.06 0.07 -0.04
O 0.195296 2.175861 -1.954610 0.00 -0.12 -0.10
Si -0.089202 0.784919 -1.166853 -0.26 0.01 -0.23
S 1.328665 0.575834 0.364315 0.68 0.28 -0.12
O -1.583303 0.786563 -0.488807 0.07 -0.12 0.20
C -2.854506 0.217007 -0.836821 0.03 0.07 -0.03
C -3.863487 0.888504 0.085844 0.03 -0.02 -0.05
C -3.192648 0.499315 -2.293527 -0.06 0.02 0.04
C -2.804474 -1.281700 -0.582323 -0.01 -0.07 0.17
O 0.020827 -0.440965 -2.248986 -0.13 0.12 -0.01
C 0.771555 -0.533667 -3.489893 0.03 -0.10 0.17
C 0.097033 0.302824 -4.568068 0.01 -0.07 0.03
C 0.734531 -2.007679 -3.872014 0.01 0.08 -0.01
C 2.204682 -0.080430 -3.248167 0.01 -0.03 -0.09
H 1.131437 5.361297 -2.137706 -0.02 0.06 0.02
H 1.222545 4.101235 -3.370950 -0.01 -0.04 -0.05
H 2.127214 3.926378 -1.860417 0.02 -0.02 0.02
H -1.479315 5.063928 -2.141293 0.01 0.07 0.00
H -2.130865 3.444375 -1.884344 -0.04 -0.04 0.05
H -1.277548 3.827582 -3.386159 0.02 -0.04 -0.05
H -0.139154 4.887149 0.023459 -0.01 0.05 0.02
H 0.888904 3.473917 0.308834 0.01 0.00 0.01
H -0.874810 3.300946 0.288673 -0.05 -0.06 0.02
H -3.827024 1.968931 -0.042979 0.00 0.08 -0.03
H -3.638828 0.655130 1.127486 0.00 -0.07 0.06
H -4.875775 0.547859 -0.125795 -0.04 -0.02 -0.01
H -3.207604 1.569547 -2.486816 0.01 0.08 -0.01
H -4.176057 0.098217 -2.535308 -0.06 -0.04 0.00
H -2.464188 0.035480 -2.952315 0.10 -0.04 -0.04
H -2.392427 -1.477609 0.415024 -0.05 0.02 -0.06
H -2.181519 -1.773406 -1.324294 0.13 -0.03 -0.07
H -3.801854 -1.717767 -0.630277 -0.06 -0.01 -0.02
H -0.916646 -0.051970 -4.747156 -0.08 -0.02 0.00
H 0.651294 0.217988 -5.502445 0.04 -0.02 -0.03
H 0.060284 1.349108 -4.282754 0.00 0.11 0.06
H -0.292958 -2.370154 -3.879331 -0.06 0.00 -0.01
H 1.313996 -2.607876 -3.171202 0.03 -0.02 0.08
H 1.155465 -2.151724 -4.865429 0.04 -0.01 -0.06
H 2.244158 0.970614 -2.970174 -0.03 0.08 0.02
H 2.798011 -0.213486 -4.152792 0.01 -0.02 -0.04
H 2.657307 -0.666744 -2.449243 0.02 -0.03 0.06

***

3.
34
Properties=species:S:1:pos:R:3:forces:R:3 method="wB97M-V/def2-TZVPD" smiles=OCCO.CO.CO.CO.CO e_homo_ev=-10.025 mol_weight_g_mol=190.236 homo_lumo_gap_ev=10.19 total_energy_ev=-18859.7661
O 23.753200 2.828630 -1.679360 -0.36 0.34 -0.87
C 24.774940 1.922370 -2.094190 0.61 -1.09 2.74
C 26.142130 2.530000 -2.236690 -1.25 -0.64 -0.67
O 25.959400 3.375900 -3.313720 1.30 1.29 -1.36
H 23.011010 2.226770 -1.771650 -0.64 0.57 0.31
H 24.781670 1.282670 -1.211670 0.44 -1.12 -0.31
H 24.516730 1.384670 -3.006490 0.01 0.14 -0.04
H 26.767400 1.695610 -2.554390 0.33 0.11 -0.03
H 26.604650 2.992730 -1.364880 -0.33 0.09 0.25
H 25.307050 4.046560 -3.098670 -0.29 0.33 0.02
C 22.444020 5.616120 -3.556020 -1.68 2.01 -0.59
O 23.643040 5.443100 -2.890400 0.81 -0.66 0.22
H 21.635170 5.790480 -2.846470 -0.17 -0.28 0.02
H 22.487560 6.556220 -4.105950 0.28 0.19 -0.11
H 22.070010 4.924520 -4.310950 0.59 -0.91 0.24
H 23.419130 4.937140 -2.105880 0.40 -0.32 0.12
C 23.604050 4.214740 -6.994170 0.28 0.18 -0.09
O 23.918610 4.051600 -8.392190 0.03 -0.45 0.76
H 23.982260 5.189140 -6.684950 -0.44 0.19 0.11
H 22.560860 4.053560 -6.722380 -0.25 0.43 -0.45
H 24.108900 3.512180 -6.331120 0.51 -0.39 -0.60
H 23.139970 4.146110 -8.945720 -0.11 0.04 0.30
C 22.175570 9.589200 -5.421300 -0.54 0.04 -0.16
O 21.278050 10.679060 -5.406980 -0.24 1.08 -0.28
H 23.114170 9.884540 -4.952360 -0.12 -0.23 0.31
H 21.599940 8.830790 -4.890670 0.89 -0.64 0.06
H 22.415300 9.281660 -6.439170 -0.06 -0.25 0.00
H 20.948720 10.852990 -6.291790 0.07 -0.01 0.07
C 19.241300 4.059220 -1.315020 -0.07 -1.95 2.33
O 19.861860 3.922620 -2.516380 1.26 1.46 -3.08
H 18.393970 3.379370 -1.404020 -0.53 0.24 1.13
H 19.982370 3.720410 -0.591060 -0.43 -0.54 0.80
H 18.978590 5.014240 -0.860020 -0.13 0.59 -1.36
H 20.373920 3.111480 -2.554360 -0.18 0.15 0.21